1.
{
  "formula": "C18H14N4S2",
  "method": "ωB97M-V with the def2-TZVPD basis set",
  "orbital_gap_ev": 7.7,
  "total_charge": 0,
  "max_force_ev_per_a": 6.70,
  "total_energy_ev": -46521.1788,
  "e_homo_ev": -8.21,
  "e_above_lowest_ev": 2.634,
  "symbols": ["S", "S", "N", "N", "N", "N", "C", "C", "C", "C", "C", "C", "C", "C", "C", "C", "C", "C", "C", "C", "C", "C", "C", "C", "H", "H", "H", "H", "H", "H", "H", "H", "H", "H", "H", "H", "H", "H"],
  "coordinates": [[3.61140, 4.23454, 1.04227], [1.93707, -1.03060, -1.25464], [1.98904, 1.52025, 0.16338], [-0.09132, 2.66205, 0.56347], [-1.90361, 1.89428, -0.22653], [1.49673, 4.29534, 2.50234], [0.00006, 0.52771, -0.46517], [1.36652, 0.44096, -0.42215], [1.25113, 2.57490, 0.68994], [-1.16329, -3.85860, -1.64156], [3.58408, 5.44003, 2.29232], [0.01040, -3.06081, -2.05027], [2.00691, 3.55721, 1.48531], [-3.51148, -5.26543, -1.09658], [-1.71700, -3.85778, -0.31670], [2.33858, 5.40684, 2.93288], [-0.66876, 1.65580, 0.01840], [0.91616, -3.67564, -2.81847], [-2.97915, -5.27523, -2.40059], [-1.76579, -4.64834, -2.62173], [-2.89167, -4.55806, -0.00589], [0.20937, -1.69611, -1.45087], [-0.62909, -0.66757, -1.03783], [2.27709, 6.05119, 4.27643], [-1.72812, -0.70565, -1.17694], [1.70074, -2.98072, -3.09197], [0.90296, -4.67058, -3.18388], [-1.91239, 1.97209, -1.27689], [1.34087, 6.63203, 4.28422], [3.22131, 6.63915, 4.37994], [4.43750, 6.00564, 2.56727], [-3.44253, -5.76696, -3.17906], [-1.25182, -4.66473, -3.58302], [-3.22585, -4.54515, 1.05241], [-4.56347, -5.57924, -0.86359], [-2.10342, 2.81164, 0.26806], [-1.22301, -3.24145, 0.49777], [2.17388, 5.42702, 5.14791]]
}

2.
{
  "formula": "C93H97F6FeN17O4",
  "method": "ωB97M-V with the def2-TZVPD basis set",
  "orbital_gap_ev": [8.5, 8.1],
  "multiplicity": 5,
  "total_charge": 0,
  "max_force_ev_per_a": 3.76,
  "total_energy_ev": -182222.5665,
  "e_homo_ev": [-8.26, -7.88],
  "symbols": ["Fe", "F", "F", "F", "F", "F", "F", "O", "O", "O", "O", "N", "N", "N", "N", "N", "N", "N", "N", "N", "N", "N", "N", "N", "N", "N", "N", "N", "C", "C", "C", "C", "C", "C", "C", "C", "C", "C", "C", "C", "C", "C", "C", "C", "C", "C", "C", "C", "C", "C", "C", "C", "C", "C", "C", "C", "C", "C", "C", "C", "C", "C", "C", "C", "C", "C", "C", "C", "C", "C", "C", "C", "C", "C", "C", "C", "C", "C", "C", "C", "C", "C", "C", "C", "C", "C", "C", "C", "C", "C", "C", "C", "C", "C", "C", "C", "C", "C", "C", "C", "C", "C", "C", "C", "C", "C", "C", "C", "C", "C", "C", "C", "C", "C", "C", "C", "C", "C", "C", "C", "C", "H", "H", "H", "H", "H", "H", "H", "H", "H", "H", "H", "H", "H", "H", "H", "H", "H", "H", "H", "H", "H", "H", "H", "H", "H", "H", "H", "H", "H", "H", "H", "H", "H", "H", "H", "H", "H", "H", "H", "H", "H", "H", "H", "H", "H", "H", "H", "H", "H", "H", "H", "H", "H", "H", "H", "H", "H", "H", "H", "H", "H", "H", "H", "H", "H", "H", "H", "H", "H", "H", "H", "H", "H", "H", "H", "H", "H", "H", "H", "H", "H", "H", "H", "H", "H", "H", "H", "H", "H", "H", "H", "H", "H", "H", "H", "H", "H"],
  "coordinates": [[-0.49214, 3.77471, -2.05918], [-1.04789, 6.22727, 1.38996], [1.19057, -1.23332, -1.69203], [-0.58984, -2.12185, -0.95032], [-0.56433, -1.20112, -2.92151], [-0.54106, 8.12479, 0.48558], [0.94349, 7.09110, 1.64338], [0.80991, 4.87315, -0.46832], [-0.53386, 5.93929, -1.65359], [-0.22693, 1.62130, -1.66217], [-0.13675, 0.51699, 0.29113], [-3.68200, 0.50422, 4.21814], [-0.19364, 1.17153, -7.05237], [1.27141, 3.86892, -3.44761], [-4.13440, -3.74123, 0.65113], [-5.48827, 1.28899, -1.74583], [1.71486, -5.83476, -2.68258], [3.80440, -3.13891, -6.27626], [-1.80387, 3.52600, -3.74797], [6.60344, 2.65024, -2.05098], [-0.36176, -0.14829, 7.56767], [-2.23254, 3.68432, -0.63328], [-1.66192, -3.45330, -4.97188], [0.54128, -5.85125, 4.69150], [5.59075, -1.31375, 3.13529], [6.56412, -2.98999, -1.39278], [-5.54773, 4.10659, 5.40756], [-0.56135, 4.35159, 4.40592], [2.02239, -6.74114, -1.74803], [4.22154, -0.79815, -5.61670], [6.21178, -2.98781, -0.08708], [-0.93666, -0.16294, 1.28046], [-0.57263, -5.46374, -5.63342], [4.74475, -0.37112, 2.66599], [-0.14298, 2.19802, -7.91735], [0.35055, 6.17301, -0.58438], [1.28625, -6.97413, -0.60386], [-0.16504, 4.33011, 5.79475], [5.28683, 2.40175, -2.19728], [-5.12876, -5.46336, 2.04214], [1.54935, 2.76464, -4.17166], [-0.17514, -4.70925, 4.97545], [3.92368, -3.64894, -0.60324], [1.28934, -0.35912, 9.31117], [3.44241, -0.20586, 3.16218], [-4.09239, -2.24092, 4.36101], [-0.60642, 0.38472, -1.07515], [-2.83245, -4.89989, 2.35465], [-3.01420, 3.38556, 1.72404], [5.15650, -2.12822, 4.11137], [6.88466, 0.46435, -0.91250], [-3.98324, -5.58857, 2.79885], [3.85073, -2.05169, 4.65494], [0.11522, -6.19337, -0.46482], [-3.38445, 2.26078, -5.06908], [-0.25610, -5.19100, -1.34335], [-2.57118, -4.18746, -4.25292], [-5.22508, -4.50714, 1.00074], [-3.50199, 3.25624, -6.02708], [-0.66600, 0.80381, -9.73485], [3.12444, 3.84723, -5.66212], [5.49778, 0.30653, -0.92181], [3.31846, -0.98323, -4.54634], [-2.52063, 2.40913, -3.97430], [-4.39912, -0.53469, -0.49854], [-3.29952, 3.36241, 5.91995], [-0.05061, -3.52411, 4.23155], [-5.37074, 0.51907, -2.89464], [4.71400, 1.24334, -1.55883], [5.65440, -3.34896, -2.27703], [-4.37444, 3.51723, 4.99614], [2.92868, -1.09401, 4.12496], [1.65367, 3.49405, 3.95510], [-2.80511, 4.43383, -5.87425], [2.01577, 4.99134, -3.84393], [2.27733, 0.13171, 8.45493], [-4.29307, -1.25372, -1.68036], [-0.03237, -0.39140, 8.86865], [-0.05974, 6.88513, 0.74531], [-2.03358, 3.27849, 0.66725], [0.65219, -3.58979, 3.05356], [-0.70390, -4.08644, -5.75322], [4.35193, -3.74139, -1.92185], [2.91498, -3.23462, -5.30901], [4.88474, -3.25339, 0.36140], [-4.95716, 0.76230, -0.57583], [2.48095, 2.71569, -5.22078], [4.47657, -1.94667, -6.36164], [-0.34639, 0.22261, 2.66392], [2.10509, 4.59580, 0.13407], [7.37966, 1.69608, -1.43244], [2.00130, 3.48945, 5.32670], [-2.02557, 4.54256, -4.65661], [1.33884, -5.84898, 3.61104], [-2.48283, -5.60734, -4.09787], [-4.55353, 4.14067, 0.06565], [-5.66075, 4.59047, 6.69732], [1.41952, -4.75929, 2.71608], [-0.43593, 2.06875, -9.28053], [1.05302, 3.89871, 6.27072], [-0.34409, -0.09120, -7.54410], [-4.31076, 3.80472, 1.35900], [2.95900, 4.96268, -4.88857], [1.93702, 0.43012, 7.16703], [0.37602, 3.92526, 3.49553], [-4.77974, -1.50511, 3.40141], [-4.83482, -0.78076, -2.83477], [-1.38977, -6.20078, -4.76655], [-3.40273, 3.84241, 7.22916], [-4.61318, 4.40625, 7.63234], [-0.16154, -1.03158, -1.68228], [-4.52415, -0.12328, 3.33659], [2.11305, 3.08744, 0.10823], [-2.97359, -3.96861, 1.31934], [-3.14906, -0.22661, 5.23517], [-3.52774, 4.09759, -0.87178], [2.63025, -2.20855, -4.42480], [-0.63491, -0.31924, -8.89588], [0.57482, -5.07836, -2.46263], [-3.23154, -1.62367, 5.31485], [0.64292, 0.18647, 6.70978], [1.90986, 5.93561, -3.33058], [-3.95494, -2.27579, -1.59399], [0.29060, 0.37073, 5.70563], [2.21327, 4.93246, 1.16511], [3.23383, -0.18203, -3.82710], [2.98866, 2.67830, 0.61223], [-5.39758, -2.00007, 2.66678], [-3.89092, 4.45398, -1.82440], [3.29401, 0.17945, 8.81615], [2.07429, -4.78750, 1.85766], [-5.94671, -6.10282, 2.33955], [-0.02906, -3.45972, -6.31733], [5.92613, -3.23114, -3.31563], [-2.08009, -3.49567, 0.93935], [-1.03931, 2.88301, 0.81361], [-1.58799, 5.51012, -4.45975], [3.64888, 1.10014, -1.66567], [-0.88800, -0.64893, 9.47527], [-3.86920, 1.31865, -5.27836], [-4.00785, 3.00923, -6.94876], [5.12873, 0.31450, 1.92512], [-1.00525, -0.07312, 3.48035], [-4.82919, -1.45766, -3.67630], [1.09907, 1.84567, -3.82650], [4.85065, 0.07518, -5.70571], [-2.41319, 1.58192, -3.28831], [2.99443, 4.96092, -0.37959], [5.91322, -2.76996, 4.53792], [0.77612, -2.67615, 2.49116], [2.19623, 2.71468, -0.91266], [0.02463, 3.15867, -7.45319], [-4.89303, 4.59381, 8.65846], [-0.84663, 4.80452, 6.48524], [-1.15297, -4.60446, -1.20924], [-1.95838, 0.21387, 1.23364], [1.92213, -1.05847, 4.51481], [3.52675, -2.84092, 5.31718], [2.94926, -7.27604, -1.89361], [3.80119, 3.96187, -6.49595], [-0.92546, 0.48121, -10.73235], [6.95111, -2.69469, 0.64360], [-2.65737, -2.18761, 6.03506], [-5.06929, 3.87672, 2.12441], [1.17461, 6.75637, -0.99513], [3.54911, 5.85734, -5.02184], [1.81288, -6.80641, 3.45286], [-2.36676, 2.95527, 5.55858], [1.49094, -7.73043, 0.13945], [4.71461, 3.18012, -2.68009], [1.95320, -2.22063, -3.58345], [0.65365, -0.18229, 2.81908], [-1.83145, -5.06854, 2.72337], [-4.27093, -3.30594, 4.34532], [2.91039, -3.96047, -0.39686], [2.31458, 3.17613, 3.16230], [3.55710, -3.95924, -2.61983], [7.62047, -0.21515, -0.50844], [2.55777, 1.85596, -5.86991], [2.99964, 3.22035, 5.63862], [-0.92488, -1.24061, -9.37900], [-0.51876, -2.57603, 4.45151], [0.16378, 4.03639, 2.44243], [1.18940, 3.87260, 7.34176], [-1.69624, 0.36453, -1.07527], [-5.01895, 0.48994, 2.59799], [-2.62690, 3.79505, 7.97899], [-5.83183, 0.90869, -3.79018], [5.13431, -1.73873, -7.19263], [-0.59949, 2.85555, -10.00205], [-4.01739, -0.94672, 0.42391], [2.35964, -4.15981, -5.35399], [-4.37193, 3.17484, 3.97185], [8.45829, 1.75012, -1.42670], [-6.57081, 5.10288, 6.97229], [-2.73911, 3.13011, 2.73670], [-0.39687, -0.89295, -6.82244], [-0.85663, -4.81418, 5.80669], [-3.36334, -3.66459, -3.73766], [0.33638, -4.37435, -3.24616], [1.64687, -0.58859, 10.30410], [-0.99553, -1.24713, 1.18476], [-0.54209, -6.24604, 0.39050], [-2.46682, 0.16241, 5.97653], [-3.95495, -6.26251, 3.64230], [0.23537, -5.93361, -6.17449], [-0.30160, 1.30402, 2.79294], [-6.00929, -4.33692, 0.27795], [-3.23754, -6.17502, -3.57390], [2.72582, 0.50902, 2.78558], [5.07257, -0.57323, -0.46178], [-5.49776, 4.55574, -0.25458], [-1.17698, -7.25768, -4.70262], [2.64883, 0.81313, 6.45077], [1.17032, 2.79750, 0.57224], [-4.97275, 1.40432, 0.29248], [-2.70722, 5.21611, -6.61239], [4.63455, -3.27210, 1.41185]]
}

3.
{
  "formula": "C4H9O2",
  "method": "ωB97M-V with the def2-TZVPD basis set",
  "orbital_gap_ev": 5.9,
  "total_charge": -1,
  "max_force_ev_per_a": 1.15,
  "total_energy_ev": -8387.7017,
  "e_homo_ev": -2.18,
  "e_above_lowest_ev": 2.790,
  "symbols": ["O", "O", "C", "C", "C", "C", "H", "H", "H", "H", "H", "H", "H", "H", "H"],
  "coordinates": [[-0.28728, -0.25836, 2.91382], [0.19413, -0.23163, -2.75185], [-0.44376, 0.42042, -1.61137], [-0.67498, -0.24560, 1.62773], [0.60850, 0.73800, -0.51858], [0.53324, -0.23716, 0.63975], [0.62502, -1.25997, 0.23338], [1.59406, 0.62001, -0.98896], [-1.44087, 0.50603, 1.30062], [0.69653, -0.91803, -2.30202], [1.42650, -0.17733, 1.26509], [0.55532, 1.81727, -0.35078], [-1.15957, -0.30350, -1.22090], [-0.97814, 1.28257, -1.99373], [-1.23714, -1.17815, 1.32140]]
}

4.
{
  "formula": "C10H15N2",
  "method": "ωB97M-V with the def2-TZVPD basis set",
  "orbital_gap_ev": [6.7, 8.0],
  "total_charge": 1,
  "max_force_ev_per_a": 5.60,
  "total_energy_ev": -13581.5054,
  "e_homo_ev": [-11.89, -11.90],
  "e_above_lowest_ev": 6.566,
  "symbols": ["N", "N", "C", "C", "C", "C", "C", "C", "C", "C", "C", "C", "H", "H", "H", "H", "H", "H", "H", "H", "H", "H", "H", "H", "H", "H", "H"],
  "coordinates": [[1.13687, -0.26740, -0.28274], [-0.83459, 1.75674, 0.14966], [1.92544, -1.37232, -1.01792], [-2.46938, 0.03076, 0.50367], [-0.78471, -1.80702, -0.78545], [-2.89813, -1.25316, 0.25286], [-1.30948, 2.75770, 1.04620], [1.44912, -0.30230, 1.17502], [-1.18821, 0.52452, 0.03170], [-2.12580, -2.26810, -0.32907], [-0.35558, -0.54989, -0.48450], [1.62149, 0.94690, -0.68013], [-2.45449, -3.34386, -0.10688], [-1.17708, 3.67291, 0.44923], [1.57752, -1.46165, -1.98966], [-0.12888, -2.51674, -1.21786], [-3.09789, 0.75371, 0.98380], [1.02749, -1.30827, 1.51822], [-3.82320, -1.55287, 0.72336], [2.95011, -1.10560, -1.04974], [1.71088, -2.30669, -0.51457], [0.76701, 0.48125, 1.65662], [2.49752, -0.16688, 1.38280], [2.13265, 1.61150, 0.09052], [1.47721, 1.39249, -1.69912], [-2.42323, 2.66152, 1.14868], [-0.74293, 2.78706, 1.92653]]
}